[1]
The following is a DFT calculation (ωB97M-V with the def2-TZVPD basis set) of a structure of composition C35H42ClIrN4O10P2Se in a non-equilibrium geometry.

Geometry as ORCA input:
```
! wB97M-V def2-TZVPD RIJCOSX def2/J DEFGRID3
* xyz 1 2
Ir -1.2678 0.1027 -0.5637
Cl 0.4042 -6.8455 -2.0718
C 0.1564 -5.2745 -1.4118
C 0.3385 -5.0754 -0.0360
C 0.1300 -3.8216 0.4893
C -0.2631 -2.7377 -0.3159
O -0.4504 -1.5756 0.2473
C -0.4083 -2.9308 -1.7374
C -0.7053 -1.8948 -2.6447
N -0.8397 -0.5922 -2.3676
C -0.9493 0.3556 -3.3477
C -0.5370 0.2203 -4.6799
C -0.7548 1.2522 -5.5805
C -1.4075 2.4130 -5.2154
C -1.8427 2.5913 -3.8884
C -2.5502 3.7219 -3.4285
C -2.9566 3.7732 -2.1148
C -2.5965 2.7534 -1.2387
N -1.8912 1.7012 -1.6312
C -1.5619 1.5768 -2.9398
C -0.2056 -4.2337 -2.2389
H 0.6552 -5.8934 0.5911
H 0.2662 -3.6523 1.5462
H -0.8506 -2.1931 -3.6763
H -0.0338 -0.6766 -5.0033
H -0.4142 1.1323 -6.5969
H -1.5890 3.1911 -5.9410
H -2.7747 4.5225 -4.1156
H -3.5339 4.6030 -1.7445
H -2.8638 2.7855 -0.1936
H -0.3144 -4.4005 -3.2996
C -4.4349 -0.4123 3.5109
C -3.2789 -1.2375 2.9797
O -2.9600 -2.2665 3.8888
P -1.7855 -0.1952 2.6913
O -1.6118 0.5827 4.0596
O -0.5783 -1.1899 2.7340
O -1.8144 0.7444 1.5325
P -3.8572 -2.2036 1.5211
O -2.7549 -3.3206 1.2694
O -5.2289 -2.6740 1.5739
O -3.4947 -1.1696 0.2836
H -4.2008 -0.0524 4.5108
H -5.3128 -1.0524 3.5776
H -4.6490 0.4222 2.8457
H -2.0265 -2.2171 4.1335
H -1.6791 1.5363 3.9917
H -0.3572 -1.4607 1.7869
H -3.1045 -4.1900 1.4785
C -0.7682 4.4409 1.9115
C 0.0161 4.0424 3.1573
C 0.8949 2.8121 2.9372
C 2.1076 3.1043 2.0515
N 2.8099 1.8964 1.7188
C 2.1912 0.8502 1.0811
Se 1.1657 1.5366 -0.6806
N 3.1484 -0.1162 0.8909
C 2.8690 -1.4079 0.3257
C 3.6498 -1.7561 -0.9456
C 3.3678 -0.8323 -2.1309
C 4.2443 0.4138 -2.1430
C 4.3211 0.2714 1.4851
C 5.5353 -0.3770 1.6546
C 6.5290 0.3064 2.3325
C 6.3235 1.5901 2.8315
C 5.1102 2.2403 2.6846
C 4.1066 1.5668 2.0076
H -1.4800 5.2259 2.1547
H -1.3113 3.5837 1.5188
H -0.1101 4.8146 1.1310
H -0.6866 3.8285 3.9668
H 0.6367 4.8786 3.4827
H 0.3087 2.0275 2.4530
H 1.2483 2.4331 3.8986
H 2.7955 3.7882 2.5494
H 1.7681 3.5661 1.1141
H 1.8054 -1.4123 0.0944
H 3.0734 -2.1769 1.0799
H 3.3582 -2.7771 -1.2031
H 4.7199 -1.7549 -0.7376
H 2.3100 -0.5402 -2.1194
H 3.5393 -1.3865 -3.0544
H 4.0521 1.0410 -1.2756
H 4.0444 1.0057 -3.0326
H 5.2975 0.1413 -2.1399
H 5.6979 -1.3770 1.2871
H 7.4842 -0.1709 2.4820
H 7.1282 2.0841 3.3515
H 4.9555 3.2288 3.0852
C -5.2147 -2.6665 -2.4116
O -4.6419 -2.4275 -1.1218
C -3.9359 -1.3413 -0.9710
O -3.6482 -0.5442 -1.8215
H -4.6242 -3.4299 -2.9175
H -5.2233 -1.7422 -2.9889
H -6.2279 -3.0239 -2.2439
*
```

F_max (eV Å⁻¹): 3.93
Lowest unoccupied orbital energy (alpha / beta) (Ha): -0.1474 / -0.1439

Atom charges from the Mulliken analysis, given in e for atoms 1 to 6: number 1, Ir, carries 0.67; number 2, Cl, carries -0.23; number 3, C, carries 0.03; number 4, C, carries -1.01; number 5, C, carries -0.63; number 6, C, carries 1.26

=====

[2]
The following is a DFT calculation (ωB97M-V with the def2-TZVPD basis set) of a structure of composition C35H42GeN2Si2Tb in a non-equilibrium geometry.

Geometry as ORCA input:
```
! wB97M-V def2-TZVPD RIJCOSX def2/J DEFGRID3
* xyz -1 7
Tb 0.6207 -0.1401 0.4604
C 0.7256 -0.3422 4.5857
Si -0.3814 0.1654 3.1262
C -2.1187 -0.3209 3.7610
C -0.4697 2.0952 3.2744
C -0.5573 2.6314 4.5700
C -0.5809 3.9960 4.8155
C -0.5150 4.8795 3.7439
C -0.4487 4.3749 2.4545
C -0.4332 2.9971 2.1809
Si -0.4815 2.5081 0.3061
C -2.2096 3.2175 -0.1269
C 0.6741 3.7753 -0.5128
H 0.3949 0.0765 5.5420
H 1.7577 -0.0235 4.4094
H 0.7340 -1.4345 4.6887
H -2.2810 0.0747 4.7706
H -2.2573 -1.4087 3.7947
H -2.8975 0.0982 3.1105
H -0.6042 1.9586 5.4220
H -0.6415 4.3670 5.8328
H -0.5172 5.9513 3.9116
H -0.4099 5.0821 1.6296
H -2.2285 4.2911 0.0913
H -2.9859 2.7442 0.4878
H -2.4696 3.0849 -1.1846
H 0.2791 4.7958 -0.4584
H 0.8336 3.5309 -1.5678
H 1.6529 3.7524 -0.0253
C 2.9276 0.2844 0.2935
Ge 3.2927 -1.1735 -0.8167
C 5.1500 -1.8901 -0.9341
C 6.0041 -1.5565 0.1202
C 7.2967 -2.0654 0.1861
C 7.7657 -2.9107 -0.8145
C 6.9327 -3.2464 -1.8744
C 5.6357 -2.7423 -1.9277
C 2.3294 -2.7229 0.0544
C 1.9238 -2.6411 1.3921
C 1.1664 -3.6467 1.9917
C 0.8308 -4.7819 1.2716
C 1.2717 -4.9132 -0.0433
C 2.0020 -3.8942 -0.6403
C 2.6274 -1.3661 -2.7018
C 3.4273 -1.0480 -3.8027
C 2.9156 -1.0320 -5.0969
C 1.5747 -1.3170 -5.3215
C 0.7534 -1.6179 -4.2427
C 1.2790 -1.6411 -2.9552
H 3.2875 1.2264 -0.1370
H 5.6345 -0.8814 0.8885
H 7.9407 -1.8045 1.0180
H 8.7749 -3.3043 -0.7689
H 7.2942 -3.9004 -2.6604
H 4.9932 -3.0270 -2.7574
H 2.2570 -1.7967 1.9929
H 0.8512 -3.5409 3.0233
H 0.2399 -5.5650 1.7317
H 1.0351 -5.8096 -0.6051
H 2.3199 -4.0053 -1.6724
H 4.4753 -0.8083 -3.6475
H 3.5637 -0.7937 -5.9326
H 1.1731 -1.3043 -6.3279
H -0.2960 -1.8366 -4.4053
H 0.6176 -1.9126 -2.1378
N -1.3331 -1.4553 -0.2560
C -2.4309 -1.1078 -0.3569
N -3.6816 -0.7391 -0.4721
C -4.6648 -1.1099 0.5563
C -5.8842 -1.7431 -0.1170
C -6.1247 -1.1267 -1.5089
C -5.5868 0.3024 -1.5710
C -4.0652 0.3055 -1.4426
H -4.9400 -0.2082 1.1067
H -4.1888 -1.7827 1.2646
H -6.7521 -1.5864 0.5269
H -5.7395 -2.8205 -0.2084
H -7.1873 -1.1496 -1.7516
H -5.6134 -1.7244 -2.2679
H -6.0325 0.9006 -0.7714
H -5.8518 0.7859 -2.5109
H -3.6866 1.2743 -1.1235
H -3.6012 0.0574 -2.3979
*
```

F_max (eV Å⁻¹): 1.71
Lowest unoccupied orbital energy (alpha / beta) (Ha): 0.0763 / 0.0763

Atom charges from the Mulliken analysis, given in e for atoms 1 to 6: number 1, Tb, carries -0.44; number 2, C, carries -1.32; number 3, Si, carries 0.60; number 4, C, carries -1.20; number 5, C, carries 0.33; number 6, C, carries -0.30

=====

[3]
The following is a DFT calculation (ωB97M-V with the def2-TZVPD basis set) of a structure of composition C35H42MnO7P2 in a non-equilibrium geometry.

Geometry as ORCA input:
```
! wB97M-V def2-TZVPD RIJCOSX def2/J DEFGRID3
* xyz 2 2
Mn 0.2214 -0.6284 -1.6643
C -0.8027 0.5494 -4.6238
C 0.6732 0.2192 -4.8891
O 1.4324 0.2545 -3.6867
C 1.7813 1.5719 -3.2497
C 2.8144 1.4293 -2.1227
O 2.4761 0.3497 -1.2485
C 3.4727 -0.6650 -1.1092
C 3.1009 -1.9142 -1.9002
O 1.9075 -2.4159 -1.3022
C 1.5204 -3.7107 -1.7313
C 0.7738 -3.6481 -3.0669
O -0.2132 -2.6301 -2.9351
C -1.1479 -2.6081 -4.0053
C -2.0370 -1.3743 -3.8088
O -1.2967 -0.1990 -3.5155
H -1.4003 0.3670 -5.5221
H -0.9129 1.6037 -4.3470
H 1.0965 0.9105 -5.6264
H 0.7711 -0.8030 -5.2643
H 0.8925 2.1049 -2.8897
H 2.2320 2.1246 -4.0826
H 2.8402 2.3563 -1.5344
H 3.8053 1.2667 -2.5580
H 3.4972 -0.9244 -0.0450
H 4.4524 -0.3010 -1.4260
H 3.9030 -2.6600 -1.8304
H 2.9201 -1.6473 -2.9510
H 0.8436 -4.0771 -0.9559
H 2.3879 -4.3794 -1.8087
H 0.3095 -4.6193 -3.2789
H 1.4614 -3.4009 -3.8904
H -1.7695 -3.5122 -3.9748
H -0.6163 -2.5741 -4.9678
H -2.6680 -1.5253 -2.9272
H -2.6679 -1.2251 -4.6924
O -0.4974 -1.1405 0.3699
P 0.1327 -0.5347 1.5875
C 0.4567 1.2720 1.3408
P -0.9711 1.8722 0.3366
O -0.8492 1.2905 -1.0401
C -2.3945 1.3309 1.3176
C -2.4968 1.8626 2.6018
C -3.5030 1.4388 3.4471
C -4.4179 0.4964 3.0029
C -4.3425 -0.0020 1.7119
C -3.3292 0.4116 0.8611
C -0.9870 3.6831 0.3130
C -1.6749 4.2642 -0.7480
C -1.8471 5.6354 -0.7911
C -1.3466 6.4247 0.2326
C -0.6620 5.8464 1.2898
C -0.4782 4.4759 1.3354
C -0.8099 -0.7826 3.0988
C -1.8881 -1.6534 3.1390
C -2.4826 -1.9372 4.3567
C -1.9956 -1.3684 5.5220
C -0.9080 -0.5082 5.4801
C -0.3099 -0.2210 4.2693
C 1.6986 -1.3585 1.9582
C 2.8669 -0.7309 2.3626
C 3.9652 -1.4994 2.7107
C 3.8968 -2.8822 2.6496
C 2.7267 -3.5081 2.2445
C 1.6242 -2.7466 1.9085
H 1.3693 1.4054 0.7509
H 0.5443 1.7939 2.2894
H -1.7963 2.6191 2.9294
H -3.5687 1.8350 4.4493
H -5.1980 0.1577 3.6658
H -5.0724 -0.7225 1.3758
H -3.2545 0.0261 -0.1475
H -2.0772 3.6245 -1.5219
H -2.3783 6.0844 -1.6152
H -1.5047 7.4913 0.2190
H -0.2731 6.4577 2.0890
H 0.0574 4.0396 2.1670
H -2.2545 -2.0968 2.2252
H -3.3157 -2.6197 4.4025
H -2.4523 -1.6036 6.4710
H -0.5182 -0.0860 6.3937
H 0.5540 0.4277 4.2330
H 2.9213 0.3467 2.4102
H 4.8731 -1.0142 3.0308
H 4.7544 -3.4724 2.9299
H 2.6709 -4.5844 2.2007
H 0.6882 -3.2053 1.6155
*
```

F_max (eV Å⁻¹): 1.97
Lowest unoccupied orbital energy (alpha / beta) (Ha): -0.2126 / -0.1924

Atom charges from the Mulliken analysis, given in e for atoms 1 to 6: number 1, Mn, carries 3.40; number 2, C, carries -0.69; number 3, C, carries -0.79; number 4, O, carries -0.22; number 5, C, carries -0.51; number 6, C, carries -0.76